Record 1
Density functional theory data (ωB97M-V with the def2-TZVPD basis set) for C33H82Cu2N5O14 as an isolated structure.

XYZ file:
```
136
Properties=species:S:1:pos:R:3
Cu -0.475 0.233 -3.954
Cu 1.090 -3.419 -1.206
O -0.066 0.597 0.307
C 0.168 -0.215 -0.712
O 0.587 -1.378 -0.503
O -0.048 0.217 -1.895
H 0.016 -0.066 1.049
C 0.118 3.701 0.271
C 1.486 4.077 -0.282
O 1.352 4.933 -1.390
H -0.338 4.588 0.705
H 0.192 2.858 0.956
H -0.432 3.208 -0.535
H 1.975 3.149 -0.618
H 2.161 4.480 0.478
H 2.204 5.321 -1.609
C -3.209 -1.938 2.888
O -2.366 -1.952 4.021
C -1.121 -2.597 3.907
C -0.222 -1.877 2.870
N -0.114 -0.418 3.021
C 0.883 0.022 3.982
C 0.576 1.463 4.397
O -0.651 1.653 5.037
C -0.713 1.001 6.298
H -4.200 -1.694 3.272
H -3.343 -2.913 2.411
H -2.892 -1.160 2.188
H -1.214 -3.666 3.707
H -0.620 -2.484 4.869
H -0.638 -2.055 1.872
H 0.799 -2.236 2.725
H -1.013 -0.042 3.314
H 1.884 -0.163 3.582
H 0.898 -0.626 4.871
H 0.603 2.028 3.461
H 1.421 1.807 5.003
H -1.589 1.392 6.813
H 0.137 1.266 6.933
H -0.775 -0.083 6.203
C 3.720 2.802 2.638
O 4.033 2.274 1.344
C 3.365 1.063 1.091
C 3.650 0.605 -0.342
N 5.082 0.352 -0.531
C 5.231 -0.341 -1.814
C 6.701 -0.574 -2.163
O 7.349 0.664 -2.327
C 8.626 0.558 -2.923
H 3.758 1.973 3.349
H 2.720 3.236 2.558
H 4.445 3.562 2.913
H 2.284 1.114 1.287
H 3.723 0.335 1.832
H 3.336 1.397 -1.037
H 3.029 -0.248 -0.610
H 5.549 1.230 -0.745
H 4.749 0.178 -2.653
H 4.814 -1.354 -1.831
H 6.748 -1.161 -3.093
H 7.316 -1.177 -1.483
H 9.287 -0.006 -2.254
H 9.058 1.550 -3.021
H 8.608 0.017 -3.872
C -2.488 2.577 -2.427
O -2.333 1.684 -3.532
C -3.136 1.993 -4.656
C -2.827 0.932 -5.695
N -1.387 0.661 -5.923
C -0.626 1.848 -6.496
C -0.007 2.784 -5.442
O 0.505 2.049 -4.340
C 1.087 2.944 -3.354
H -2.097 2.092 -1.535
H -3.554 2.778 -2.309
H -1.944 3.517 -2.539
H -2.957 3.020 -4.987
H -4.190 1.974 -4.369
H -3.367 1.160 -6.618
H -3.221 -0.042 -5.393
H -1.354 0.068 -6.749
H -1.254 2.345 -7.234
H 0.201 1.381 -7.032
H -0.754 3.507 -5.108
H 0.857 3.286 -5.880
H 1.742 3.654 -3.865
H 1.590 2.411 -2.556
H 0.358 3.650 -2.950
C -9.417 2.206 6.263
O -9.641 2.780 4.972
C -8.507 3.115 4.267
C -7.962 1.897 3.488
N -6.821 2.311 2.722
C -6.321 1.295 1.807
C -5.063 1.781 1.089
O -3.973 1.746 1.966
C -2.864 2.515 1.499
H -8.835 2.947 6.811
H -8.893 1.245 6.177
H -10.341 1.938 6.768
H -7.752 3.579 4.912
H -8.707 3.891 3.526
H -8.742 1.558 2.805
H -7.731 1.133 4.243
H -6.037 2.521 3.348
H -7.095 1.123 1.055
H -6.072 0.336 2.272
H -5.220 2.765 0.630
H -4.892 1.180 0.186
H -3.111 3.573 1.391
H -2.512 2.094 0.554
H -2.068 2.421 2.234
C 2.564 -9.324 -2.879
O 1.967 -8.053 -2.736
C 2.453 -7.081 -3.623
C 1.838 -5.757 -3.200
N 2.113 -5.325 -1.816
C 3.558 -5.210 -1.560
C 3.774 -4.643 -0.142
O 3.026 -3.450 0.029
C 3.449 -2.650 1.139
H 2.274 -9.908 -2.008
H 3.657 -9.316 -2.925
H 2.178 -9.777 -3.797
H 2.146 -7.297 -4.652
H 3.547 -7.074 -3.585
H 0.758 -5.827 -3.355
H 2.095 -4.900 -3.829
H 1.677 -6.100 -1.314
H 3.949 -4.426 -2.210
H 4.140 -6.129 -1.612
H 4.822 -4.435 0.082
H 3.415 -5.341 0.624
H 4.356 -2.067 0.956
H 3.588 -3.292 2.010
H 2.700 -1.900 1.390
```

Summary:
net charge	+3
LUMO energy (alpha / beta)	-7.787 / -11.053	eV
maximum force	4.2	eV/Å
energy relative to the best compared isomer or geometry (same formula, charge and spin)	0.0	kcal per mole
multiplicity	3
gap between HOMO and LUMO (alpha / beta)	6.4 / 3.1	eV
HOMO energy (alpha / beta)	-0.5204 / -0.5204	Ha

***

Record 2
Density functional theory data (ωB97M-V with the def2-TZVPD basis set) for a 10-piece molecular cluster, C33H84N2O10 overall.

XYZ file:
```
129
Properties=species:S:1:pos:R:3
C 3.586 1.208 4.212
C 3.783 -0.287 4.314
C 4.696 -0.725 3.111
C 6.224 -0.607 3.360
C 6.594 -1.256 4.710
C 5.741 -0.665 5.898
N 4.336 -0.766 5.603
O 3.574 -0.325 6.710
C 6.045 -1.583 7.128
C 6.249 0.777 6.287
C 2.454 -1.146 4.133
H 2.773 1.482 3.540
H 4.470 1.639 3.743
H 3.292 1.672 5.153
H 4.545 -1.764 2.817
H 4.490 -0.149 2.209
H 6.621 0.407 3.317
H 6.774 -1.174 2.609
H 7.638 -1.096 4.982
H 6.382 -2.324 4.654
H 5.516 -2.532 7.037
H 7.106 -1.749 7.315
H 5.540 -1.166 8.000
H 7.326 0.880 6.419
H 5.983 1.417 5.446
H 5.745 1.104 7.197
H 1.916 -0.799 3.251
H 1.659 -1.209 4.877
H 2.754 -2.189 4.025
H 2.990 -1.076 6.842
C -5.140 0.664 -4.016
C -4.577 -0.762 -4.251
C -4.464 -0.936 -5.929
C -3.276 -0.110 -6.529
C -1.909 -0.489 -5.838
C -1.948 -0.468 -4.331
N -3.231 -0.959 -3.668
O -3.270 -0.814 -2.297
C -0.802 -1.380 -3.836
C -1.657 1.020 -3.938
C -5.625 -1.866 -3.793
H -5.903 1.084 -4.672
H -4.336 1.395 -4.100
H -5.502 0.689 -2.989
H -4.366 -2.007 -6.107
H -5.390 -0.589 -6.388
H -3.475 0.944 -6.333
H -3.191 -0.205 -7.611
H -1.215 0.191 -6.333
H -1.556 -1.442 -6.232
H 0.094 -1.064 -4.370
H -0.571 -1.255 -2.778
H -0.968 -2.440 -4.029
H -1.844 1.148 -2.872
H -0.627 1.255 -4.205
H -2.180 1.775 -4.525
H -5.416 -2.890 -4.101
H -6.614 -1.635 -4.189
H -5.722 -1.955 -2.711
H -3.305 0.131 -2.132
C -3.583 -3.380 0.098
C -2.787 -3.630 -1.103
O -3.501 -3.655 -2.318
H -2.950 -3.491 0.978
H -4.482 -3.991 0.011
H -3.967 -2.361 0.050
H -2.380 -4.638 -1.030
H -1.937 -2.952 -1.175
H -3.429 -2.848 -2.834
C 0.592 3.598 1.706
C 1.878 3.412 0.969
O 2.397 2.070 0.965
H -0.087 2.778 1.471
H 0.169 4.557 1.406
H 0.734 3.586 2.787
H 2.653 4.069 1.363
H 1.621 3.750 -0.035
H 1.605 1.528 0.973
C -5.243 0.817 0.191
C -4.657 2.081 -0.419
O -3.456 1.787 -1.100
H -5.249 0.033 -0.567
H -6.167 1.025 0.731
H -4.524 0.410 0.902
H -4.390 2.828 0.329
H -5.382 2.533 -1.095
H -3.055 2.621 -1.353
C 1.033 -3.485 -0.275
C 2.172 -2.931 0.646
O 2.491 -1.610 0.249
H 0.193 -2.805 -0.132
H 0.695 -4.478 0.021
H 1.313 -3.401 -1.325
H 3.058 -3.564 0.607
H 1.896 -2.833 1.696
H 1.733 -1.069 0.480
C 2.294 2.513 -3.333
C 2.373 1.019 -3.039
O 3.613 0.423 -3.456
H 1.581 3.018 -2.681
H 2.002 2.671 -4.372
H 3.252 3.023 -3.234
H 1.539 0.396 -3.362
H 2.430 0.928 -1.954
H 3.714 -0.308 -2.841
C -0.774 4.765 -3.448
C -1.033 4.482 -1.959
O -2.411 4.212 -1.752
H -1.593 5.342 -3.877
H -0.865 3.785 -3.915
H 0.186 5.190 -3.742
H -0.722 5.236 -1.236
H -0.450 3.628 -1.616
H -2.926 5.014 -1.872
C -1.090 -2.504 3.848
C -1.880 -1.399 3.175
O -1.324 -0.160 3.433
H -0.929 -2.312 4.909
H -0.090 -2.546 3.416
H -1.553 -3.482 3.717
H -2.870 -1.443 3.628
H -2.068 -1.552 2.112
H -1.348 -0.160 4.393
C -0.539 0.155 -0.139
O 0.215 0.114 1.076
H -1.262 -0.657 -0.216
H -1.068 1.107 -0.184
H 0.115 0.022 -1.001
H -0.342 0.093 1.858
```

Summary:
net charge	0
LUMO energy	0.228	eV
maximum force	3.4	eV/Å
SMILES string	CC1(C)CCCC(C)(C)N1O.CC1(C)CCCC(C)(C)N1O.CCO.CCO.CCO.CCO.CCO.CCO.CCO.CO
energy relative to the best compared isomer or geometry (same formula, charge and spin)	133.7	kcal per mole
gap between HOMO and LUMO	8.4	eV
HOMO energy	-0.2986	Ha

***

Which of these has the lowest net charge? C33H84N2O10

***

Look up the maximum force of the second one. 3.4 eV/Å

***

Among the records above, which one has the lowest net charge? C33H84N2O10